# C15H21NO4S

C15H21NO4S as an isolated structure (ωB97M-V/def2-TZVPD, the Open Molecules 2025 dataset).

```
42
Properties=species:S:1:pos:R:3:forces:R:3
C -1.911 0.465 5.421 2.2633 0.0996 6.7261
H -0.356 -1.069 5.326 -0.0890 0.8640 -0.1508
C 0.275 -0.328 -3.531 0.7841 3.1190 -1.6779
H 2.482 -0.568 2.841 0.9793 -0.1549 1.6576
H 0.792 1.202 1.966 -0.2164 0.7819 0.2661
C -1.216 2.015 -3.753 0.8478 -4.0996 2.1332
C -0.147 -0.357 0.544 8.3508 -6.9355 4.6139
H -2.027 1.507 5.237 -0.2765 0.7900 0.2681
H -0.317 2.638 -1.757 -0.6273 -2.6929 -2.1925
C -0.208 -0.452 3.147 -0.8684 -0.9693 -1.9800
H -3.029 0.350 -5.915 -0.0773 -1.7453 -0.7684
H 2.835 -2.432 1.502 2.3790 -2.0799 0.2628
H 1.111 -2.699 -0.437 -8.6995 -13.7303 -6.6849
H -0.799 0.179 0.153 -5.1485 5.7483 -3.8149
H -2.302 0.045 6.567 1.1276 1.7115 -3.1433
C 0.441 0.856 -2.562 6.9785 -12.9264 -0.6480
H -2.412 -0.093 4.817 -3.6489 -3.0726 -4.0122
H 1.184 -1.085 -3.597 -2.4808 1.3597 0.0972
H -1.957 2.647 -3.577 -2.7601 3.5942 0.1773
C 1.526 -2.059 -0.076 14.4790 11.0935 2.9582
H 2.660 -1.998 -0.837 -3.0505 -0.5061 2.1885
O 1.425 1.850 -0.412 2.1235 -3.9769 -0.7223
C -0.723 -0.040 -4.649 7.7647 -6.0852 5.9506
N 0.975 -0.900 -0.433 -5.3121 8.4130 -1.1021
H -0.727 -1.270 0.821 0.6802 0.4591 0.0806
C -0.433 1.704 -2.596 -5.5945 12.4260 1.0993
O 2.870 -0.030 -1.803 -0.5544 1.7713 1.4705
C -1.485 0.982 -4.631 -0.9174 4.8779 0.1935
C 0.701 0.147 1.890 -2.4847 -4.2442 -0.6256
H -0.768 -0.720 -5.406 -0.1529 -2.0114 -1.8644
H 0.169 0.508 6.092 -1.0503 -0.9318 -1.0425
H -1.592 1.391 -6.732 -1.9713 -1.0802 1.7451
C 2.166 -0.566 1.850 -4.7142 -0.1488 -1.3584
O 0.047 0.567 4.143 0.0383 -3.2071 -5.5210
S 1.686 0.531 -1.136 -2.9046 0.4100 -2.3071
C -2.294 1.096 -5.806 -0.5440 3.3305 -2.6338
C -0.465 0.037 5.233 -0.2435 0.3032 7.8029
C 1.914 -2.045 1.304 -0.3639 2.0131 3.4177
H 1.170 -2.539 1.947 0.2064 0.2427 0.0448
H -2.988 1.911 -5.645 0.0316 0.9372 -0.3486
O -0.989 -1.526 3.223 4.8811 6.6049 -0.1245
H 2.717 0.148 1.265 0.8358 -0.3523 -0.4311
```
Positions in Å, forces in eV/Å.

The LUMO energy comes out at 0.20 eV. The HOMO-LUMO gap comes out at 9.1 eV.


# C15H22AuF5N6O

C15H22AuF5N6O as an isolated structure (ωB97M-V/def2-TZVPD, the Open Molecules 2025 dataset).

```
50
Properties=species:S:1:pos:R:3:forces:R:3
C -2.558 3.680 2.121 -0.0098 0.0354 0.0203
C 2.870 -0.614 -4.049 -0.0563 -0.0011 -0.0276
H 2.217 -0.402 -4.896 -0.0001 0.0053 0.0020
H -2.294 -1.303 0.069 -0.3754 -0.3249 0.2182
N -1.611 -1.603 0.748 1.0431 1.0483 -0.7634
C -3.167 2.578 1.544 -0.0126 -0.0285 -0.0008
H 3.340 -1.563 -4.222 -0.0110 -0.0334 -0.0141
C 1.897 -1.499 -1.860 0.1180 0.2397 0.0270
C 2.814 0.120 3.516 0.0162 0.0255 0.0170
H 5.172 1.222 3.848 0.0019 -0.0035 -0.0010
C -0.995 1.562 1.112 0.1023 0.1696 0.1352
H 2.491 -4.578 -0.938 0.0115 0.0061 0.0012
H 3.637 0.160 -4.005 0.0057 -0.0058 0.0061
F -3.046 0.519 0.485 -0.0239 0.0066 -0.0399
F -0.579 4.791 2.714 0.0002 -0.0088 -0.0065
H 0.753 0.824 -1.880 -0.0140 0.0294 -0.0127
H 3.253 -3.405 -3.681 -0.0101 -0.0400 0.0067
C 3.601 -3.173 -2.677 0.0414 0.0188 0.0293
H 3.176 -0.085 4.508 0.0061 -0.0125 -0.0040
H -1.572 -3.442 -0.121 -0.1830 -0.0110 0.1080
C 1.347 0.705 -2.780 0.0345 -0.0367 -0.0592
F 0.911 2.834 1.760 -0.0091 0.0627 -0.0042
H 2.062 1.527 -2.832 -0.0055 0.0062 0.0205
C 2.164 -3.573 -0.693 -0.0067 -0.0437 -0.0152
N -1.171 -2.890 0.618 0.3260 0.0663 -0.1533
H 3.120 1.538 0.635 -0.0068 0.0096 -0.0004
H 4.643 2.647 2.937 -0.0034 0.0006 0.0043
C -2.386 1.545 1.054 0.0554 0.0804 0.0184
H 1.090 -3.582 -0.540 -0.0002 0.0168 0.0024
Au 0.118 0.149 0.237 -0.6041 -0.9909 0.6719
H -0.819 -3.346 1.440 -0.1609 -0.0039 0.0706
H 4.432 -2.471 -2.712 -0.0151 0.0226 -0.0293
F -4.482 2.510 1.455 0.0042 0.0015 -0.0068
H 0.879 -0.891 3.245 -0.0093 0.0066 0.0025
N 2.519 -2.690 -1.812 -0.0327 0.0007 -0.0213
H 3.976 -4.094 -2.244 0.0182 0.0189 0.0167
N 1.704 0.256 1.613 0.3210 0.4670 -0.2905
C -1.175 3.737 2.188 -0.0178 0.0019 0.0026
C 4.793 1.571 2.893 -0.0107 -0.0007 0.0048
H 2.650 -3.256 0.231 0.0029 0.0068 0.0011
H 0.677 0.780 -3.637 -0.0161 0.0012 0.0109
C 2.817 0.969 1.497 0.0553 -0.1695 0.0479
N 2.063 -0.567 -2.822 0.0396 -0.0002 0.0781
H -1.806 -1.287 1.688 -0.4084 -0.2378 0.0117
N 3.515 0.900 2.629 0.0486 -0.0148 0.0159
H 5.508 1.322 2.113 -0.0016 0.0014 -0.0033
O 1.077 -1.289 -0.892 -0.1077 -0.3229 -0.0605
C -0.417 2.692 1.691 -0.0791 -0.0787 -0.0280
C 1.681 -0.274 2.882 -0.0650 0.0213 -0.0053
F -3.285 4.669 2.587 0.0041 -0.0077 -0.0044
```
Positions in Å, forces in eV/Å.

Its charge is +2. The LUMO energy (alpha / beta) comes out at -9.06 / -9.05 eV. The HOMO-LUMO gap (alpha / beta) comes out at 5.9 / 6.0 eV.


# C15H22BiN4S4Se

C15H22BiN4S4Se as an isolated structure (ωB97M-V/def2-TZVPD, the Open Molecules 2025 dataset).

```
47
Properties=species:S:1:pos:R:3:forces:R:3
Se 3.854 3.066 0.659 0.0495 -0.0230 -0.0546
C 0.412 2.742 -4.245 0.0204 0.0493 0.0240
C -1.816 -1.220 0.568 -0.0317 0.0263 -0.0240
H -2.443 0.303 2.494 -0.0054 -0.0033 0.0039
H -1.283 -0.172 3.683 0.0098 -0.0075 0.0143
C -0.015 -1.827 2.087 0.0243 -0.0327 0.0351
C 1.132 2.226 -3.179 -0.0059 -0.0363 0.0242
H -0.348 0.110 -0.276 -0.0017 0.0049 0.0045
H -1.142 -0.053 -5.424 -0.0001 -0.0005 -0.0077
H 0.808 -0.767 3.771 0.0015 0.0012 -0.0030
H -1.776 0.942 0.341 -0.0080 0.0206 0.0132
N 1.766 0.312 -1.891 -0.0115 -0.0517 -0.0202
C -0.511 0.579 -4.811 0.0069 0.0497 -0.0013
C 0.542 -1.789 3.489 0.0259 0.0072 -0.0687
S 0.321 2.095 2.230 -0.0234 -0.0403 0.0136
H 1.990 3.971 -2.544 -0.0341 0.0020 0.0241
C 0.164 -1.372 -3.432 0.0205 0.0128 0.0400
S 1.077 3.092 3.868 -0.0432 0.1061 -0.0166
N 1.896 2.988 -2.368 0.0986 0.0927 -0.0583
H 2.257 -1.338 -0.800 0.0088 -0.0210 0.0095
Bi 2.560 1.066 1.345 0.0642 0.0494 0.0918
H 1.444 -2.395 3.536 0.0086 0.0054 0.0075
S 3.438 0.925 3.881 -0.0667 0.0215 -0.0765
C -3.038 -1.442 3.613 -0.0028 -0.0157 -0.0083
H -3.747 -1.825 2.876 -0.0031 -0.0050 0.0010
H 0.856 -2.905 -2.107 -0.0016 -0.0023 0.0149
N -1.246 -1.273 1.905 -0.0232 0.0148 -0.0247
H -2.585 -2.298 4.116 0.0092 -0.0067 0.0029
N 0.612 -2.346 1.086 -0.0312 -0.0121 0.1042
C 1.692 -0.969 -1.647 0.0170 0.0073 0.0237
H 1.488 -2.732 1.422 0.0156 0.0074 -0.0372
C -1.432 0.049 -0.182 0.0269 -0.0424 0.0047
H -1.859 0.053 -1.187 -0.0154 -0.0071 -0.0195
C -1.977 -0.574 2.948 0.0210 0.0467 -0.0153
C 0.220 0.009 -3.742 -0.0244 -0.0799 -0.0406
C 1.044 0.813 -2.928 -0.0286 0.0396 0.0088
H -1.475 -2.098 0.021 0.0027 0.0025 0.0004
H -3.596 -0.866 4.353 -0.0092 0.0049 0.0085
C 0.893 -1.864 -2.392 -0.0156 0.0293 -0.0271
H -0.949 2.376 -5.861 -0.0017 0.0021 -0.0025
H 0.475 3.804 -4.453 -0.0113 0.0042 -0.0003
H -0.473 -2.018 -4.026 0.0043 -0.0044 -0.0053
H -2.904 -1.286 0.671 0.0036 -0.0098 -0.0129
S 1.791 1.542 4.971 0.0326 -0.1003 0.0108
H -0.172 -2.162 4.222 -0.0243 -0.0122 0.0052
H 2.457 2.607 -1.615 -0.0423 -0.0469 0.0233
C -0.400 1.923 -5.044 -0.0055 -0.0468 0.0106
```
Positions in Å, forces in eV/Å.

Its charge is -1. The LUMO energy comes out at 2.72 eV. The HOMO-LUMO gap comes out at 6.9 eV.


# C15H22BrNO

One molecule with the formula C15H22BrNO (ωB97M-V/def2-TZVPD, the Open Molecules 2025 dataset).

```
40
Properties=species:S:1:pos:R:3:forces:R:3
H 2.914 -0.905 1.556 0.0192 0.0609 0.0585
H -0.578 -1.872 3.656 0.0272 -0.0215 0.0848
C -1.532 -2.206 0.438 0.0093 0.0919 0.0016
H -0.255 2.155 -0.804 -0.0546 0.0211 -0.0483
H 3.989 0.879 -1.799 0.0005 -0.0310 -0.0133
C -1.423 2.478 1.446 0.4239 0.3191 0.3758
H 2.254 2.330 -1.400 0.1060 0.0297 0.0312
H 3.620 -0.759 -2.369 0.0675 0.1220 -0.0714
N 2.890 -0.370 -0.460 0.2285 -0.0801 0.1013
H 0.556 3.682 -0.478 -0.0710 0.0134 -0.0386
H 4.549 -2.275 0.402 -0.0076 -0.0385 0.0562
H 5.906 0.183 -0.735 0.0250 -0.0185 -0.0275
H -1.081 0.469 3.181 0.0219 0.0946 0.0458
C 3.901 -0.172 -1.489 -0.0863 -0.0088 -0.2997
C 1.850 1.954 -0.459 -0.0971 -0.1765 -0.1134
H 2.555 2.209 0.335 0.0918 0.0512 -0.0032
H -1.889 3.346 0.973 0.0228 -0.0601 0.1107
C -1.804 -0.881 0.173 -0.1020 0.2929 -0.2175
C 1.691 0.422 -0.551 -0.0226 0.1400 0.0520
C -0.925 -1.597 2.672 0.0209 -0.0566 -0.0104
C 4.812 -1.222 0.496 -0.0564 0.1039 0.0926
H -1.658 -2.945 -0.338 -0.0155 -0.0354 -0.0728
H 5.592 -1.117 1.248 0.0340 -0.0445 0.0334
C -1.650 0.115 1.141 -0.0347 -0.2187 -0.1734
H 0.530 1.637 1.732 0.0454 0.0381 0.0826
H -1.709 2.463 2.505 -0.0447 0.0212 -0.1097
H 1.036 0.074 0.254 -0.1341 0.0251 -0.0763
C 5.222 -0.656 -0.867 -0.0224 -0.0273 0.0020
O -1.976 1.374 0.758 -0.1507 -0.2959 0.0120
C -1.084 -2.567 1.698 0.0266 -0.0665 0.0588
Br -2.380 -0.343 -1.553 0.0363 -0.1935 0.0239
C 0.097 2.537 1.290 -0.3904 -0.0961 -0.2680
H 5.717 -1.402 -1.486 0.0687 0.0319 -0.0276
H 0.473 3.395 1.850 0.0406 -0.0136 0.0667
C -1.205 -0.268 2.403 -0.0823 0.2645 -0.0299
C 3.560 -0.417 0.821 -0.0005 -0.1255 0.0892
C 0.508 2.632 -0.185 0.1951 -0.0294 0.0995
H -0.858 -3.599 1.912 0.0204 -0.1025 0.0253
H 3.840 0.578 1.209 -0.0063 -0.0167 0.0257
H 1.205 0.176 -1.501 -0.1523 0.0357 0.0712
```
Positions in Å, forces in eV/Å.

The structure (SMILES) is Brc1ccccc1OCCCCCN1CCCC1. The LUMO energy comes out at 0.89 eV. The HOMO-LUMO gap comes out at 8.9 eV.


# C15H22FNO3S

One molecule with the formula C15H22FNO3S (ωB97M-V/def2-TZVPD, the Open Molecules 2025 dataset).

```
43
Properties=species:S:1:pos:R:3:forces:R:3
C 0.434 2.502 4.169 -0.0031 -0.0449 -0.0341
H 1.105 -4.365 -0.480 0.0326 -0.1073 0.0820
C 1.315 0.821 2.734 -0.2240 0.0478 0.1261
H -0.609 2.338 -1.266 0.1761 0.0052 -0.1643
C 1.286 -1.331 -2.186 -0.1461 -0.0172 0.0816
H 2.406 -3.809 -1.534 0.1128 -0.0532 -0.0325
C 1.691 -0.274 -1.155 -0.2683 -0.0113 0.0131
H 2.179 -0.754 -0.307 0.1313 0.0330 0.0560
C 0.562 0.637 -0.633 0.3673 0.3510 -0.6188
H -0.182 -2.297 -0.931 -0.0680 -0.0849 -0.0775
O -2.858 -0.539 0.702 -0.0271 -0.3515 0.1367
H 2.187 -1.641 -2.722 0.0022 -0.0087 -0.0711
F 2.396 0.184 2.218 -0.0970 0.0435 -0.0071
H 2.430 0.387 -1.611 0.0624 0.0479 0.1102
S -2.091 0.330 -0.142 -0.1848 -0.3494 -0.4886
H 0.936 2.117 -2.119 -0.0614 -0.0591 0.1683
C -2.476 -0.122 -1.860 0.5655 0.4582 0.5079
H -2.035 0.788 2.616 -0.1205 -0.0032 0.0387
C -1.040 1.087 2.905 0.1651 0.0504 0.1403
H 0.583 3.309 4.870 0.0149 0.0671 0.0613
H -3.557 -0.218 -1.904 -0.1260 0.0355 0.1083
H -2.394 1.913 -2.515 0.0187 -0.0851 -0.1329
H 2.539 2.120 3.901 0.1051 0.0117 0.0141
C 1.612 -3.483 -0.864 -0.2309 0.0710 -0.0884
H -1.701 2.628 4.224 -0.0868 0.0512 0.0370
C -1.966 0.945 -2.812 -0.2278 0.1428 -0.1322
H 0.617 -0.869 -2.911 0.1074 -0.0611 -0.0644
H 0.191 -3.156 -2.427 -0.0856 0.0072 0.0321
C 0.056 1.599 -1.723 0.3084 0.4307 0.1958
C 0.044 0.417 2.348 0.3967 -0.0428 0.0741
O -0.566 1.017 -2.850 0.1404 -0.1870 -0.1550
O -2.291 1.745 0.027 0.0710 0.0231 -0.1494
H -2.001 -1.083 -2.030 -0.0129 -0.1440 -0.0277
H 0.735 -1.284 1.231 -0.1194 0.0042 -0.0604
C -0.160 -0.668 1.323 -0.1432 -0.2574 0.3146
H 2.070 -2.966 -0.025 0.1064 0.0220 0.1365
C 1.529 1.848 3.635 0.1167 -0.1065 -0.1061
H 1.012 1.307 0.120 -0.1162 -0.0301 -0.1174
N -0.495 -0.136 0.007 -0.8973 0.2138 -0.1772
H -1.003 -1.297 1.613 0.2594 -0.0861 0.1227
C 0.626 -2.584 -1.603 0.2122 -0.0564 -0.0721
C -0.847 2.120 3.805 -0.1191 0.0250 0.0318
H -2.269 0.715 -3.838 -0.1071 0.0053 0.1879
```
Positions in Å, forces in eV/Å.

The structure (SMILES) is CCCC[C@H]1COCCS(=O)(=O)N1Cc1ccccc1F. The LUMO energy comes out at 0.76 eV. The HOMO-LUMO gap comes out at 10.1 eV.


# C15H22N2O3

C15H22N2O3 as an isolated structure (ωB97M-V/def2-TZVPD, the Open Molecules 2025 dataset).

```
42
Properties=species:S:1:pos:R:3:forces:R:3
C -3.223 -0.107 0.365 2.5361 -0.7350 1.0425
H -5.456 -2.256 -1.261 1.3593 2.4468 1.9452
N -0.555 0.817 -0.400 -2.0747 -2.5992 -5.6734
H 3.793 -2.811 -0.052 0.2028 3.5324 -1.2957
C 0.483 0.676 0.383 1.9007 2.6737 3.3303
H -3.693 2.053 0.248 1.4697 -1.7779 0.8461
C 1.628 0.010 -0.466 1.8836 -0.3389 2.2439
C -0.931 3.046 -0.040 -5.4999 2.3721 0.4582
H 3.591 -1.493 -1.668 1.3560 -2.1758 2.0377
H -1.821 1.828 -1.614 -0.3090 0.6633 3.2892
C -2.830 1.317 0.622 -0.3262 5.1881 -0.2778
O 0.065 3.495 -0.400 5.1168 0.6811 -1.2342
H -4.013 -3.691 -0.209 -1.3231 -2.5358 -0.7878
C -4.629 -1.673 -0.582 -1.7426 -3.3884 -1.0552
C -2.261 -1.195 0.635 2.6287 4.1868 -0.8729
H 3.589 -1.098 2.173 -2.1235 -0.4605 0.7187
H 1.648 -1.852 1.539 3.0330 2.8434 1.4239
C 4.174 -1.762 -0.640 2.3800 -6.3731 -2.6056
H 5.340 -2.217 -0.806 -3.0533 1.4410 -0.4347
N 1.826 0.858 -1.639 -0.1170 -2.9624 -0.6436
C -2.508 -2.509 0.281 0.8207 4.0015 2.1597
H 5.001 -0.064 0.555 0.2112 -0.9291 0.5349
H 1.864 0.017 2.510 2.1335 -2.9323 -1.4841
H -2.636 1.852 1.739 -0.0769 -2.2894 -2.9023
C 4.225 -0.444 -0.109 -0.3329 2.4033 1.4218
C 2.901 -0.121 0.490 -3.0820 5.5194 0.9845
O -1.887 3.947 0.412 -0.4595 -2.1907 0.5998
H 4.426 0.181 -0.970 -0.2074 0.5846 -0.2329
O 0.569 1.286 1.566 -0.6655 -2.6231 -5.2864
H -5.172 0.517 -0.301 0.7515 -1.0521 -0.7450
H 1.750 1.792 -1.370 0.3824 1.8685 0.0728
C -1.596 1.824 -0.408 -1.0611 -4.3878 -0.1377
H -1.070 -0.785 0.824 -4.2147 -1.7937 0.2969
C 2.508 -0.850 1.878 -1.5643 0.9106 -1.9327
H -1.764 -3.149 0.578 1.2759 -2.2281 0.2176
H 2.631 0.584 -2.226 -0.6886 0.6445 0.8057
H -1.374 4.706 0.256 0.6303 2.5736 0.1456
H -0.694 0.169 -1.427 1.5508 2.3447 4.4930
C -4.427 -0.319 -0.287 -0.3628 -1.1507 0.6571
H 1.384 -1.019 -0.661 -0.7527 -0.5094 -0.8379
C -3.753 -2.711 -0.116 -2.2250 1.7630 -2.1522
H 2.898 1.152 0.597 0.6398 -3.2089 0.8667
```
Positions in Å, forces in eV/Å.

The LUMO energy comes out at 0.20 eV. The HOMO-LUMO gap comes out at 9.1 eV.


Energy relative to the best compared isomer or geometry (same formula, charge and spin) readings, ordered: 326.36; 13.70; 0.00; 4.93; 7.83; 250.89 kcal/mol
Strongest force on any atom readings, ordered: 18.479; 1.664; 0.147; 0.650; 0.939; 7.285 eV/A